Entry 1:
C25H43KNO18 as an isolated structure in a non-equilibrium geometry. Source: the OMol25 dataset; level of theory: ωB97M-V/def2-TZVPD.

Last column: Mulliken charge in e.
Positions of all 88 atoms, in Å:
K: -0.44797 -0.36860 1.19115  0.762
C: 4.09903 -1.93360 -1.68385  -1.014
C: 4.13903 -1.94060 -0.18385  0.288
C: 5.16603 -1.00960 0.56115  -0.442
O: 4.30703 -0.33960 1.45515  -0.351
C: 3.04103 -0.62060 1.26015  0.174
O: 2.11403 -0.21460 1.95115  -0.636
O: 2.90603 -1.36160 0.21715  0.364
H: 3.74403 -0.99760 -2.05685  0.028
H: 3.37703 -2.60960 -2.14085  0.269
H: 5.10203 -2.10460 -2.16985  0.373
H: 4.21203 -2.90760 0.25815  0.425
H: 5.52003 -0.26860 -0.18185  0.131
H: 5.99803 -1.53460 0.99815  0.373
C: -2.21097 2.56340 -4.09485  -1.579
C: -1.59697 1.80740 -2.89585  1.346
C: -2.02097 2.45940 -1.55985  -0.998
O: -2.06797 1.32840 -0.72185  0.561
C: -2.17397 0.20340 -1.43285  0.235
O: -2.40697 -0.84360 -0.90585  -0.513
O: -2.03297 0.48640 -2.71885  -0.427
H: -3.29197 2.58340 -4.18685  0.399
H: -1.98697 2.21140 -5.16085  0.367
H: -1.92697 3.63740 -3.99785  0.353
H: -0.51297 1.95940 -2.89085  -0.469
H: -3.05797 2.80540 -1.55485  0.387
H: -1.33197 3.27940 -1.31285  0.275
C: 3.06303 3.79740 -3.57285  -1.341
C: 3.27503 2.30840 -3.21785  0.376
C: 4.11603 2.05840 -1.98085  -0.640
O: 3.24403 1.60540 -1.00685  -0.258
C: 2.10303 1.30140 -1.55985  -0.506
O: 1.21003 0.71540 -0.92985  1.058
O: 2.03003 1.76240 -2.79185  -0.384
H: 2.35403 3.84440 -4.42185  0.350
H: 3.98503 4.30240 -3.72385  0.444
H: 2.57903 4.26640 -2.71885  0.237
H: 3.75303 1.72740 -4.08085  0.261
H: 4.71303 2.91340 -1.61585  0.401
H: 4.80403 1.24640 -2.12485  0.307
C: -1.96097 3.07040 3.59215  -0.512
O: -1.37097 4.03340 2.70315  -0.346
C: -0.30697 3.62640 1.93515  0.468
O: 0.14403 2.28440 1.77215  -0.246
O: 0.29703 4.61240 1.19215  -0.348
C: 1.11603 4.22140 0.06415  -0.018
H: -3.03897 2.96740 3.52515  0.227
H: -1.79797 3.40340 4.63115  0.372
H: -1.54797 2.06340 3.56415  0.115
H: 0.52003 3.71540 -0.75885  -0.111
H: 1.91703 3.45040 0.36015  0.219
H: 1.58803 5.20440 -0.26085  0.226
C: 0.35103 -2.07160 -2.86885  -0.292
O: 1.02303 -3.22360 -2.23785  -0.388
C: 0.83603 -3.43760 -0.89985  0.439
O: -0.03597 -2.62860 -0.18685  -0.189
O: 1.66903 -4.23360 -0.39185  -0.297
C: 1.60703 -4.36660 1.02415  -0.474
H: 0.86103 -1.18660 -2.49585  -0.111
H: -0.64497 -2.02460 -2.44885  0.229
H: 0.40303 -2.08760 -3.95085  0.363
H: 1.60103 -3.32560 1.40615  0.107
H: 2.42603 -4.89460 1.41515  0.358
H: 0.64003 -4.84060 1.32115  0.136
C: -4.02897 3.26840 1.00915  -0.628
O: -4.72397 2.08140 0.72215  -0.360
C: -4.28197 0.93940 1.27415  0.534
O: -3.00797 0.91240 1.90115  -0.115
O: -5.10997 -0.14760 1.18015  -0.352
C: -4.71097 -1.27660 1.96515  -0.524
H: -2.96897 3.20140 0.81215  0.008
H: -4.36997 3.73440 1.91915  0.409
H: -4.37197 3.93540 0.26515  0.331
H: -4.55697 -0.91060 2.95715  0.361
H: -3.86997 -1.75060 1.53215  0.132
H: -5.59797 -1.93360 1.91815  0.260
C: -2.00397 -6.09860 2.72915  -1.393
C: -2.21797 -4.58260 2.66615  0.097
C: -1.58997 -3.89860 3.90715  -0.358
C: -1.59597 -2.45560 3.73915  0.264
N: -1.56997 -1.30060 3.62015  -0.598
H: -2.53497 -6.54960 1.85515  0.344
H: -2.55297 -6.44260 3.65315  0.379
H: -0.95797 -6.39160 2.88715  0.320
H: -3.24497 -4.27360 2.44215  0.387
H: -1.72197 -4.27560 1.80415  -0.090
H: -0.52297 -4.09660 4.06315  0.264
H: -2.06897 -4.13860 4.87715  0.412

Forces on atoms 1 to 6 (eV/Å):
-0.2 0.4 0.0
1.5 -0.7 -1.2
0.7 0.9 -0.1
-1.2 0.3 -2.7
1.7 0.7 1.8
-2.3 1.7 2.4

total charge	+1
lowest unoccupied orbital energy	-0.0640	hartree
ΔE to the lowest compared entry with this formula, charge and spin	0.00	kJ/mol



Entry 2:
C25H43MoN2OS5Si3 as an isolated structure. Source: the OMol25 dataset; level of theory: ωB97M-V/def2-TZVPD.

Last column: Mulliken charge in e.
Positions of all 80 atoms, in Å:
Mo: 0.05655 0.41751 -0.28930  -1.178
C: 2.92375 -2.54196 0.27188  -0.668
Si: 2.94679 -1.17321 1.52768  0.390
C: 4.39336 -0.04280 1.21223  -1.131
C: 2.89149 -1.96623 3.20974  -1.254
N: 1.38122 -0.13056 1.37199  0.487
C: 1.34155 0.99334 2.24833  1.549
C: 2.28626 1.27269 3.23876  -0.768
C: 2.20833 2.44124 3.96694  -1.285
C: 1.19530 3.36768 3.72507  -0.945
C: 0.22813 3.09256 2.78759  -0.773
C: 0.28047 1.89564 2.06377  0.293
N: -0.66627 1.49820 1.11700  0.623
Si: -2.48022 1.71754 1.46726  0.100
C: -2.99458 0.23002 2.45924  -0.806
C: -2.89166 3.26924 2.39757  -1.422
C: -3.20411 1.83682 -0.22828  -0.253
H: 3.21879 -3.46433 0.77817  0.409
H: 3.64532 -2.34419 -0.52121  0.359
H: 1.96524 -2.72866 -0.19783  -0.402
H: 5.18686 -0.65053 0.76948  0.462
H: 4.80256 0.43814 2.09845  0.391
H: 4.14041 0.73334 0.48812  0.317
H: 3.70268 -2.69906 3.24803  0.422
H: 1.95580 -2.51749 3.32381  0.331
H: 3.00021 -1.30988 4.06953  0.404
H: 3.09642 0.59592 3.44198  0.331
H: 2.95561 2.64238 4.72248  0.455
H: 1.17131 4.30211 4.26836  0.443
H: -0.54109 3.81527 2.57210  0.645
H: -2.29310 -0.60158 2.40847  0.173
H: -3.96106 -0.13633 2.10540  0.366
H: -3.10995 0.50401 3.50952  0.426
H: -2.53462 3.28475 3.42583  0.417
H: -3.98740 3.26841 2.44037  0.412
H: -2.59432 4.18575 1.88703  0.378
H: -2.84985 1.06470 -0.90864  -1.084
H: -2.96458 2.80110 -0.68191  0.403
H: -4.29246 1.74780 -0.17768  0.546
S: 2.88418 2.13337 -6.84687  -0.156
C: 2.30289 1.82374 -5.37030  0.163
S: 0.89036 2.61351 -4.70235  -0.045
C: 0.90074 1.78161 -3.17556  0.192
C: 1.89208 0.88996 -2.97644  0.096
S: 2.00487 0.02268 -1.48552  -0.385
S: 3.02922 0.66556 -4.27436  -0.018
S: -0.23139 2.09165 -1.91812  -0.538
C: -2.81150 -1.79851 -0.52929  -1.468
Si: -1.43258 -1.49664 -1.77397  1.617
C: -2.21732 -0.86367 -3.42931  2.422
C: -1.18059 -0.87460 -4.56052  -1.516
C: -2.88855 0.51416 -3.38701  -1.819
C: -3.37932 -1.81785 -3.80379  -1.911
C: -0.50194 -3.17483 -2.00524  2.745
C: -0.40184 -3.90627 -0.65843  -2.057
C: 0.87085 -3.09289 -2.67966  -1.364
C: -1.35946 -4.10270 -2.89238  -2.336
H: -3.52812 -0.98018 -0.46441  0.466
H: -2.43364 -2.02098 0.46825  0.350
H: -3.36808 -2.67915 -0.86628  0.539
H: -0.31001 -0.25545 -4.33458  0.106
H: -1.63373 -0.48473 -5.47662  0.514
H: -0.82758 -1.88195 -4.78022  0.294
H: -2.22070 1.32766 -3.12206  0.121
H: -3.74590 0.52314 -2.71193  0.444
H: -3.27924 0.72819 -4.38596  0.618
H: -3.06626 -2.82150 -4.06388  0.345
H: -3.87854 -1.40111 -4.68306  0.549
H: -4.13005 -1.88125 -3.01344  0.354
H: 0.14409 -3.36895 0.10625  0.284
H: 0.10784 -4.86149 -0.81584  0.514
H: -1.38920 -4.12974 -0.25134  0.381
H: 1.58070 -2.46996 -2.14524  -0.106
H: 0.80108 -2.70463 -3.69618  0.276
H: 1.29647 -4.09924 -2.74326  0.487
H: -2.39543 -4.18225 -2.56013  0.403
H: -0.92615 -5.10524 -2.83551  0.617
H: -1.34334 -3.80561 -3.93920  0.390
O: -0.18602 -1.92377 1.94512  -0.478
C: 0.12616 -1.11408 1.16156  0.346

Forces on atoms 1 to 6 (eV/Å):
0.0 -0.2 0.1
0.0 0.0 0.0
-0.1 0.0 0.0
0.0 0.0 0.0
0.0 -0.1 0.0
0.4 0.3 0.1

total charge	+1
lowest unoccupied orbital energy	-0.1899	hartree
ΔE to the lowest compared entry with this formula, charge and spin	238.85	kJ/mol



Entry 3:
C25H44BIrN9O3P2S3 as an isolated structure in a non-equilibrium geometry. Source: the OMol25 dataset; level of theory: ωB97M-V/def2-TZVPD.

Last column: Mulliken charge in e.
Positions of all 88 atoms, in Å:
Ir: -0.07188 0.17149 -0.70753  3.521
C: -2.12873 3.82471 -2.40475  -1.159
C: -1.66885 3.06018 -1.33470  -0.472
N: -1.09689 1.94995 -1.79068  -0.235
N: -1.16901 1.97293 -3.12373  0.145
C: -1.78998 3.08852 -3.52238  -0.296
B: -0.67939 0.82457 -4.01026  -0.236
N: -1.41556 -0.45094 -3.58558  0.166
C: -2.01146 -1.34375 -4.38451  -0.017
C: -2.34481 -2.45048 -3.63238  -1.735
C: -1.89396 -2.14517 -2.35064  -0.761
N: -1.35104 -0.93384 -2.33996  0.123
N: 0.81244 0.51476 -3.76081  0.721
C: 1.76794 0.33412 -4.68155  -0.484
C: 2.84396 -0.29005 -4.08171  -1.165
C: 2.45263 -0.46486 -2.75656  -0.538
N: 1.23849 0.04470 -2.58580  -0.532
H: -2.63795 4.76370 -2.36964  0.473
H: -1.72919 3.25304 -0.27936  0.582
H: -1.96066 3.28889 -4.56069  0.494
H: -0.87052 1.06782 -5.14973  -0.113
H: -2.15942 -1.14343 -5.42529  0.492
H: -2.83343 -3.34345 -3.96237  0.473
H: -1.93594 -2.75111 -1.47040  0.962
H: 1.63143 0.64391 -5.69695  0.517
H: 3.76899 -0.58267 -4.53077  0.492
H: 2.96522 -0.95279 -1.95026  0.606
C: 4.33338 3.45051 1.05378  -1.001
N: 4.35595 2.86363 -0.27178  0.182
C: 4.05683 3.88703 -1.25762  -0.950
N: 2.77290 4.52003 -1.00683  0.237
C: 2.77771 5.09955 0.32347  -0.987
N: 3.06345 4.10013 1.33852  0.184
C: 1.99632 3.15818 1.49780  -1.395
P: 1.67711 2.12158 -0.06542  1.414
C: 3.48864 1.71875 -0.38441  -1.175
C: 1.65835 3.62386 -1.20678  -1.195
H: 5.12799 4.19922 1.11420  0.302
H: 4.51943 2.67359 1.80074  0.394
H: 4.05649 3.44386 -2.25717  0.397
H: 4.83469 4.65360 -1.21285  0.289
H: 1.80470 5.55479 0.53062  0.386
H: 3.54663 5.87645 0.36700  0.308
H: 1.07523 3.69477 1.74813  0.543
H: 2.25804 2.50392 2.33107  0.367
H: 3.57063 1.31741 -1.40056  0.428
H: 3.81374 0.94339 0.31678  0.433
H: 0.72868 4.17771 -1.03895  0.509
H: 1.66572 3.27391 -2.24356  0.345
C: -0.88686 -6.15707 2.21906  -1.267
C: -0.49478 -5.87828 0.77925  0.467
C: -1.65737 -6.12964 -0.17089  -1.117
O: 0.02813 -4.55108 0.60119  -0.278
P: -0.45803 -3.19826 1.24716  0.580
S: -0.09629 -3.06473 3.21399  -0.436
S: 0.80325 -1.95941 0.22359  -0.483
O: -1.98528 -3.12853 0.79700  -0.416
C: -3.22968 -2.68415 1.36675  0.763
C: -3.05143 -1.83939 2.61032  -1.116
C: -3.98226 -1.92074 0.28479  -1.466
H: -1.19542 -7.19514 2.31464  0.483
H: -1.72076 -5.51753 2.51021  0.224
H: -0.04635 -5.97700 2.88542  0.345
H: 0.35581 -6.50844 0.49155  0.334
H: -2.53808 -5.57349 0.14027  0.095
H: -1.89639 -7.18946 -0.16190  0.500
H: -1.39208 -5.83761 -1.18351  0.303
H: -3.77735 -3.60421 1.61307  0.233
H: -2.41029 -0.99809 2.36169  -0.134
H: -2.60715 -2.42130 3.41462  0.378
H: -4.02018 -1.47472 2.93844  0.599
H: -3.43766 -1.02115 0.00564  0.081
H: -4.96128 -1.63994 0.65873  0.534
H: -4.11404 -2.53923 -0.59946  0.400
O: -1.08188 0.42716 1.44345  -1.294
S: -0.43302 1.34920 2.43484  0.509
C: -1.50800 1.34756 3.94170  -1.066
C: -0.86756 0.41890 4.95937  -0.279
C: 0.63755 0.55938 4.75780  -0.839
C: 0.83837 0.32958 3.27619  0.577
H: -2.51674 1.06591 3.65129  0.382
H: -1.50576 2.37663 4.29704  0.585
H: -1.15080 -0.61829 4.77079  0.021
H: -1.16345 0.68158 5.97414  0.474
H: 1.19169 -0.17293 5.34239  0.412
H: 0.97330 1.55734 5.05009  0.306
H: 0.61953 -0.70690 3.01682  -0.844
H: 1.82354 0.58685 2.89529  0.407

Forces on atoms 1 to 6 (eV/Å):
0.7 1.3 -2.7
0.1 -0.2 0.1
-0.1 0.0 -0.1
0.9 -1.2 1.3
0.1 0.1 -0.3
-0.1 0.2 0.2

total charge	+1
lowest unoccupied orbital energy (alpha / beta)	-0.1392 / -0.1392	hartree
ΔE to the lowest compared entry with this formula, charge and spin	237.73	kJ/mol